--- w ---
{
  "formula": "C2H2Br3NO2",
  "method": "ωB97M-V with the def2-TZVPD basis set",
  "species": ["C", "C", "N", "O", "O", "Br", "Br", "Br", "H", "H"],
  "xyz": [[-1.30, 1.13, 0.99], [1.82, -1.55, -0.01], [-0.23, 1.27, 0.37], [0.17, 1.38, -0.77], [1.62, -0.73, 0.79], [-3.08, 1.02, 0.03], [0.53, -3.00, -0.15], [-0.80, 0.96, -2.47], [-1.44, 1.30, 2.04], [2.71, -1.79, -0.82]],
  "lowdin_charge": [-0.45, -0.70, -0.18, -0.47, -0.02, 0.51, 0.60, 0.53, 0.07, 0.13],
  "smiles": "Br/C=N\\OBr.O=CBr",
  "e_lumo_ev": -1.719,
  "orbital_gap_ha": 0.3000,
  "homo_energy_ev": -9.883
}

---

--- x ---
{
  "formula": "C2H2Br3NO2",
  "method": "ωB97M-V with the def2-TZVPD basis set",
  "species": ["C", "C", "N", "O", "O", "Br", "Br", "Br", "H", "H"],
  "xyz": [[0.19, 0.22, 0.20], [1.93, 0.12, -0.02], [-0.20, 1.70, -0.08], [0.26, 2.29, -1.01], [-0.93, 2.16, 0.80], [2.43, -1.68, -0.19], [2.55, 1.07, -1.48], [2.69, 0.80, 1.62], [-0.09, 0.07, 1.33], [-0.30, -0.35, -0.65]],
  "lowdin_charge": [-0.12, -1.76, -0.44, -0.04, 0.04, 0.66, 0.76, 0.63, 0.14, 0.13],
  "e_lumo_ev": -0.170,
  "orbital_gap_ha": 0.3682,
  "homo_energy_ev": -10.189
}

---

Decreasing stability: x, w

---

--- w ---
{
  "formula": "C4H8BrN2",
  "method": "ωB97M-V with the def2-TZVPD basis set",
  "species": ["C", "C", "C", "C", "N", "N", "Br", "H", "H", "H", "H", "H", "H", "H", "H"],
  "xyz": [[-0.24, 2.18, 0.38], [-0.74, 0.42, -1.05], [1.14, 1.79, 0.56], [0.32, -1.40, 0.26], [-1.12, 1.64, -0.34], [0.49, -0.28, -0.56], [2.47, 2.36, -0.69], [-0.39, 3.07, 0.97], [-1.67, -0.28, -0.98], [-0.72, 0.90, -2.07], [1.65, 1.58, 1.47], [1.04, -1.56, 1.12], [-0.66, -1.28, 0.67], [0.39, -2.29, -0.39], [1.00, -0.41, -1.48]],
  "lowdin_charge": [-0.24, -0.20, -0.33, -0.10, 0.10, -0.09, 0.85, 0.14, 0.16, 0.16, 0.06, 0.12, 0.08, 0.11, 0.16],
  "e_lumo_ev": -6.564,
  "total_charge": 1,
  "orbital_gap_ha": 0.2963,
  "homo_energy_ev": -14.627
}

---

--- x ---
{
  "formula": "C4H8BrN2",
  "method": "ωB97M-V with the def2-TZVPD basis set",
  "species": ["C", "C", "C", "C", "N", "N", "Br", "H", "H", "H", "H", "H", "H", "H", "H"],
  "xyz": [[-0.01, 1.11, -0.03], [0.45, -1.31, 0.55], [-0.23, -1.20, -0.75], [1.30, -0.18, 0.84], [-0.58, 0.32, -0.91], [-0.08, 2.37, 0.25], [2.90, 0.22, -0.15], [-0.29, -1.46, 1.32], [1.07, -2.18, 0.57], [0.43, -1.65, -1.68], [-1.17, -1.72, -0.72], [1.40, 0.04, 1.87], [-1.14, 0.58, -1.74], [0.50, 2.74, 1.11], [-0.53, 3.04, -0.38]],
  "lowdin_charge": [-0.25, -0.31, -0.12, -0.51, 0.09, 0.17, 0.77, 0.14, 0.13, 0.19, 0.12, 0.07, 0.18, 0.20, 0.14],
  "e_lumo_ev": -3.407,
  "total_charge": 1,
  "orbital_gap_ha": 0.3977,
  "homo_energy_ev": -14.228
}

---

Decreasing stability: x, w

---

--- w ---
{
  "formula": "C4H8NS",
  "method": "ωB97M-V with the def2-TZVPD basis set",
  "species": ["C", "C", "C", "C", "N", "S", "H", "H", "H", "H", "H", "H", "H", "H"],
  "xyz": [[-1.63, 0.94, 0.41], [-0.07, -1.03, 0.53], [1.14, -1.14, -0.36], [1.59, 1.44, -0.33], [-0.61, 0.25, 0.24], [2.21, 0.09, 0.40], [-1.57, 2.03, 0.16], [-2.55, 0.74, 0.94], [-0.90, -1.72, 0.41], [0.10, -1.07, 1.60], [1.47, -2.21, -0.47], [0.89, -0.67, -1.40], [0.85, 1.47, -1.18], [1.54, 2.41, 0.28]],
  "lowdin_charge": [0.02, -0.29, -0.39, -0.21, -0.10, 1.07, 0.10, 0.09, 0.15, 0.13, 0.13, 0.13, 0.08, 0.10],
  "e_lumo_ev": [-5.946, -5.945],
  "total_charge": 1,
  "orbital_gap_ha": [0.2847, 0.2847],
  "homo_energy_ev": [-13.693, -13.693]
}

---

--- x ---
{
  "formula": "C4H8NS",
  "method": "ωB97M-V with the def2-TZVPD basis set",
  "species": ["C", "C", "C", "C", "N", "S", "H", "H", "H", "H", "H", "H", "H", "H"],
  "xyz": [[2.55, -1.37, 0.12], [0.96, 0.01, -0.32], [-2.85, -1.08, 0.05], [-1.84, 0.03, 0.20], [3.89, -0.77, -0.47], [-0.21, -0.78, 0.50], [-2.58, -1.79, -0.74], [-2.93, -1.60, 0.98], [-3.72, -0.59, -0.47], [-2.00, 0.78, 0.95], [-1.65, 0.57, -0.68], [4.03, 0.14, 0.05], [3.74, -0.45, -1.53], [4.68, -1.38, -0.51]],
  "lowdin_charge": [0.11, -0.34, -0.15, -0.45, 0.04, 0.88, 0.08, 0.07, 0.12, 0.09, 0.06, 0.17, 0.21, 0.11],
  "e_lumo_ev": [-5.551, -5.973],
  "total_charge": 1,
  "orbital_gap_ha": [0.2701, 0.2544],
  "homo_energy_ev": [-12.901, -12.895]
}

---

--- y ---
{
  "formula": "C4H8NS",
  "method": "ωB97M-V with the def2-TZVPD basis set",
  "species": ["C", "C", "C", "C", "N", "S", "H", "H", "H", "H", "H", "H", "H", "H"],
  "xyz": [[3.00, 1.20, -0.22], [2.02, 0.61, 0.37], [-3.47, 0.29, -0.49], [1.03, 0.05, 1.00], [0.24, -1.05, 0.42], [-2.25, 0.66, 0.50], [2.85, 2.06, -0.85], [4.02, 0.88, -0.11], [-4.37, 0.87, -0.48], [-3.42, -0.55, -1.17], [0.70, 0.36, 1.98], [-0.76, -0.66, 0.29], [0.22, -1.85, 1.06], [0.64, -1.34, -0.48]],
  "lowdin_charge": [0.09, -0.07, -0.43, -0.14, 0.12, 0.77, 0.09, 0.09, 0.02, 0.02, 0.13, -0.02, 0.17, 0.17],
  "e_lumo_ev": -4.559,
  "total_charge": 1,
  "orbital_gap_ha": 0.3278,
  "homo_energy_ev": -13.478
}

---

Decreasing stability: y, w, x

---

--- w ---
{
  "formula": "C4H8NS",
  "method": "ωB97M-V with the def2-TZVPD basis set",
  "species": ["C", "C", "C", "C", "N", "S", "H", "H", "H", "H", "H", "H", "H", "H"],
  "xyz": [[0.45, -1.71, -0.45], [3.18, 0.83, 0.17], [-0.55, -0.70, -0.12], [-2.11, 1.46, 0.29], [2.10, 0.45, 0.18], [-0.59, 0.87, -0.53], [0.92, -2.02, 0.42], [4.24, 1.23, 0.31], [-1.37, -1.09, 0.64], [-2.13, 1.21, 1.28], [-2.97, 0.85, 0.00], [-2.16, 2.60, 0.14], [-0.04, -2.52, -1.02], [1.02, -1.43, -1.32]],
  "lowdin_charge": [-0.14, 0.00, -0.43, -0.29, 0.02, 1.10, 0.08, 0.12, 0.16, 0.02, 0.06, 0.10, 0.13, 0.08],
  "e_lumo_ev": -5.505,
  "total_charge": 1,
  "orbital_gap_ha": 0.3736,
  "homo_energy_ev": -15.671
}

---

--- x ---
{
  "formula": "C4H8NS",
  "method": "ωB97M-V with the def2-TZVPD basis set",
  "species": ["C", "C", "C", "C", "N", "S", "H", "H", "H", "H", "H", "H", "H", "H"],
  "xyz": [[0.71, -0.98, -0.54], [0.65, 1.19, 0.66], [-1.16, -1.24, 0.35], [-0.54, 1.19, -0.27], [0.69, 0.43, -0.58], [-2.02, 0.21, -0.02], [1.41, -1.27, 0.24], [0.67, -1.51, -1.50], [1.13, 2.10, 0.97], [0.53, 0.57, 1.48], [-1.58, -2.08, -0.10], [-0.84, -1.35, 1.43], [-0.83, 1.97, -0.81], [1.19, 0.78, -1.31]],
  "lowdin_charge": [0.04, 0.02, -0.34, -0.41, -0.09, 0.98, 0.12, 0.12, 0.15, 0.10, 0.02, 0.08, 0.07, 0.16],
  "e_lumo_ev": -3.469,
  "total_charge": 1,
  "orbital_gap_ha": 0.3742,
  "homo_energy_ev": -13.652
}

---

Decreasing stability: w, x

---

--- w ---
{
  "formula": "C2H5BrSi",
  "method": "ωB97M-V with the def2-TZVPD basis set",
  "species": ["C", "C", "Si", "Br", "H", "H", "H", "H", "H"],
  "xyz": [[1.09, 0.45, 0.00], [1.85, -0.60, 0.16], [-0.74, -0.02, -0.07], [4.41, -0.31, 0.24], [1.44, 1.29, -0.51], [1.78, -1.71, 0.37], [-1.02, -0.76, -1.29], [-1.85, 0.95, -0.06], [-0.69, -0.76, 1.11]],
  "lowdin_charge": [-0.35, -0.21, 0.66, 0.03, 0.05, 0.07, -0.08, -0.08, -0.09],
  "e_lumo_ev": -1.395,
  "orbital_gap_ha": 0.3038,
  "homo_energy_ev": -9.661
}

---

--- x ---
{
  "formula": "C2H5BrSi",
  "method": "ωB97M-V with the def2-TZVPD basis set",
  "species": ["C", "C", "Si", "Br", "H", "H", "H", "H", "H"],
  "xyz": [[0.21, 1.25, 0.88], [-0.57, 0.61, -0.05], [-0.09, -1.09, -0.59], [2.14, -1.33, -0.72], [1.20, 1.58, 0.58], [-0.11, 1.38, 1.91], [-1.46, 1.04, -0.50], [-0.70, -1.39, -1.90], [-0.61, -2.06, 0.39]],
  "lowdin_charge": [-0.07, -0.37, 0.17, 0.24, 0.05, 0.06, 0.05, -0.07, -0.06],
  "smiles": "C=C[SiH2]Br",
  "e_lumo_ev": -0.662,
  "orbital_gap_ha": 0.2826,
  "homo_energy_ev": -8.352
}

---

Decreasing stability: x, w

---

--- w ---
{
  "formula": "C3H5N3OS",
  "method": "ωB97M-V with the def2-TZVPD basis set",
  "species": ["C", "C", "C", "H", "H", "H", "H", "H", "N", "N", "N", "O", "S"],
  "xyz": [[1.22, 0.71, -0.11], [-1.23, 0.24, -0.19], [0.08, -1.65, 0.32], [2.99, 1.34, -0.27], [-0.28, 1.97, 0.27], [-3.09, 0.16, -0.54], [0.09, -1.44, 1.40], [0.06, -2.70, 0.13], [2.05, 1.67, -0.12], [-0.10, 0.97, 0.18], [-2.34, 0.82, -0.36], [-1.06, -1.10, -0.30], [1.60, -1.00, -0.41]],
  "lowdin_charge": [-0.74, -0.51, -0.46, 0.03, 0.16, 0.07, 0.11, 0.08, 0.09, 0.09, 0.16, -0.06, 0.99],
  "smiles": "[H]/N=C1/N/C(=N/[H])SCO1",
  "e_lumo_ev": 0.522,
  "orbital_gap_ha": 0.3681,
  "homo_energy_ev": -9.495
}

---

--- x ---
{
  "formula": "C3H5N3OS",
  "method": "ωB97M-V with the def2-TZVPD basis set",
  "species": ["C", "C", "C", "H", "H", "H", "H", "H", "N", "N", "N", "O", "S"],
  "xyz": [[1.17, 0.30, -0.12], [-1.75, -0.84, 0.15], [0.39, 1.54, 0.25], [2.89, -0.41, -0.43], [1.05, -1.64, -0.76], [-2.64, -1.33, -0.25], [-1.39, -1.32, 1.08], [1.10, 2.40, 0.33], [2.44, 0.46, -0.18], [0.52, -0.93, -0.22], [-0.83, 1.80, 0.50], [-0.74, -0.91, -0.84], [-2.21, 0.88, 0.49]],
  "lowdin_charge": [-0.39, -0.47, -0.18, 0.05, 0.15, 0.09, 0.09, 0.12, 0.15, 0.02, -0.34, -0.18, 0.90],
  "smiles": "[H]/N=C1/C=NSCON1",
  "e_lumo_ev": 0.226,
  "orbital_gap_ha": 0.3378,
  "homo_energy_ev": -8.967
}

---

Decreasing stability: w, x